(1)
18
Properties=species:S:1:pos:R:3:nbo_charge:R:1 method="wB97M-V/def2-TZVPD" homo_energy_ha=-0.335 lumo_ha=0.0367 charge=0 smiles="CCC(F)=C(C)C"
F 0.21462 -2.14360 0.02867 -0.37
C -1.19310 1.40148 -0.00207 -0.63
C 1.49937 -0.16552 -0.60908 -0.47
C 2.54090 0.07559 0.46753 -0.61
C -2.27688 -0.90347 0.16465 -0.63
C -0.93104 -0.10327 -0.08747 -0.06
C 0.19230 -0.74733 -0.23385 0.39
H -1.29688 1.82661 0.97772 0.22
H 2.67265 -0.64787 1.24144 0.22
H 2.25465 0.92472 1.03786 0.21
H -2.97608 -0.70092 -0.63732 0.21
H 3.54444 0.31631 0.01410 0.21
H -2.65705 -0.63711 1.18340 0.21
H 1.18753 0.72731 -1.09505 0.22
H -2.12503 1.51567 -0.50680 0.21
H -2.03832 -1.96204 0.07965 0.23
H 1.86603 -0.76416 -1.48527 0.22
H -0.47812 1.98760 -0.53810 0.21

=====

(2)
65
Properties=species:S:1:pos:R:3:nbo_charge:R:1 method="wB97M-V/def2-TZVPD" homo_energy_ha=-0.108 lumo_ha=0.0887 charge=-1
Ga -1.82121 2.00081 5.45137 0.53
P -2.18332 -0.30443 5.03073 0.61
O -0.96729 -1.05017 5.96229 -1.01
N -1.53983 -0.69787 3.42684 -1.17
C 1.51839 -3.36807 -1.29058 -0.39
C -1.28426 2.03001 -6.40553 -0.40
C 1.08059 1.46416 3.61158 -0.40
C 0.26183 -4.09482 -1.76673 -0.40
C -0.06072 -5.34547 -0.95427 -0.61
C -2.69218 2.59068 -6.22766 -0.61
C 2.51932 1.12810 4.10580 -0.40
C 0.63872 2.89144 3.91571 -0.39
C 1.18670 1.47176 -3.64084 -0.61
C 0.35122 -0.60357 -0.41269 -0.61
C 1.45120 -2.83699 0.14290 -0.40
C -1.05991 0.70572 -5.67759 -0.40
C -1.21236 0.77271 -4.15706 -0.40
C -0.87858 3.07164 3.98452 -0.84
C 0.29527 -1.87798 0.42140 -0.41
C 2.55963 -0.04579 5.09814 -0.62
C -0.29701 1.77842 -3.46129 -0.40
H -0.59520 -3.41643 -1.74940 0.20
H 2.74070 0.30935 6.10764 0.20
H -1.02069 -0.22342 -3.74548 0.20
H -0.91972 2.07024 6.80019 -0.33
H 3.33886 -0.74655 4.80749 0.19
H -0.66247 -2.38137 0.25769 0.19
H 0.31584 -1.60193 1.47804 0.23
H 3.12570 0.89884 3.23311 0.18
H -0.52810 1.77309 -2.39355 0.21
H 1.12026 3.25084 4.82370 0.18
H -0.66376 -0.35854 6.57773 0.49
H 1.42577 0.47789 -3.25733 0.20
H 1.79365 2.19525 -3.09499 0.21
H 2.37311 -4.04860 -1.37066 0.19
H 1.72858 -2.54190 -1.97654 0.20
H -0.26169 -5.10640 0.09050 0.21
H 0.97684 1.24176 2.55348 0.19
H -0.50628 2.79239 -3.81365 0.19
H 2.39416 -2.32830 0.36691 0.20
H 1.39157 -3.67553 0.84252 0.20
H 1.62634 -0.60024 5.10136 0.23
H -1.76761 -0.03494 -6.06443 0.20
H 1.48747 1.51485 -4.68945 0.19
H 0.76921 -6.05493 -0.98704 0.20
H -2.25000 -0.54438 2.71887 0.36
H 0.27765 -0.81644 -1.48244 0.18
H -0.47545 0.05813 -0.15036 0.22
H -3.28684 2.61522 5.72144 -0.31
H 1.02470 3.52436 3.10483 0.16
H -3.44088 1.88075 -6.58565 0.20
H -1.31102 2.93390 2.99374 0.19
H -1.37634 -1.70184 3.42956 0.36
H -0.94485 -5.84698 -1.35160 0.20
H 0.40309 -4.38127 -2.81315 0.19
H 0.39836 0.79809 4.13037 0.22
H -2.25036 1.00522 -3.90333 0.20
H -2.81316 3.51726 -6.79115 0.21
H -0.55132 2.77053 -6.07432 0.19
H -2.90893 2.81248 -5.18209 0.20
H -0.06481 0.32806 -5.92920 0.20
H -1.05358 4.12445 4.22144 0.19
H -1.09830 1.87445 -7.47200 0.20
H 2.89036 2.02432 4.59494 0.19
H 1.28303 -0.06206 -0.23480 0.20

=====

(3)
28
Properties=species:S:1:pos:R:3:nbo_charge:R:1 method="wB97M-V/def2-TZVPD" homo_energy_ha=-0.276 lumo_ha=0.0249 charge=0 smiles=CPc1c(C)c(O)c(C)c(C)c1O
P 3.15464 -0.18401 0.66401 0.58
O 1.04381 2.21698 0.54854 -0.69
O -1.43758 -2.74513 -0.07796 -0.68
C -3.12367 -0.33162 0.01841 -0.64
C -1.78932 2.18597 0.55840 -0.60
C 0.62654 -1.52779 0.25438 -0.05
C 1.35846 -0.38344 0.37205 -0.35
C 0.42133 1.03640 0.31298 0.36
C 1.24993 -2.90520 0.46183 -0.64
C 3.64932 0.51272 -0.95529 -0.97
C -1.57520 -0.34422 0.12991 0.00
C -0.95126 0.86354 0.34439 -0.14
C -0.82027 -1.52055 0.12144 0.25
H 4.20688 -0.19554 -1.62161 0.25
H 0.63357 -3.77469 0.20416 0.24
H 2.12069 -2.98363 -0.10278 0.21
H 4.46634 1.38351 -0.87438 0.24
H -2.30650 2.45650 -0.36298 0.21
H -2.24370 -2.49136 -0.49978 0.47
H -3.44557 -1.40505 -0.13291 0.19
H 2.81330 0.95518 -1.58351 0.24
H 1.61145 -2.83641 1.50844 0.23
H -3.57653 0.12111 0.93598 0.23
H 1.96163 2.21651 0.55584 0.49
H 3.04489 0.88266 1.45873 -0.07
H -3.46885 0.28408 -0.84740 0.23
H -1.16464 2.89194 0.77730 0.22
H -2.47780 1.93944 1.31718 0.20

=====

(4)
19
Properties=species:S:1:pos:R:3:nbo_charge:R:1 method="wB97M-V/def2-TZVPD" homo_energy_ha=-0.410 lumo_ha=0.0295 charge=0 smiles="C[C@@H]1CCCS(=O)(=O)O1"
S 1.70281 -0.91073 -0.04440 2.40
O 2.53232 -1.63191 -0.94784 -0.92
O 1.88347 -1.02220 1.37063 -0.95
O 0.20771 -1.31878 -0.39740 -0.72
C -0.82281 -0.54883 0.29888 0.09
C 0.56668 1.51255 0.28315 -0.41
C 1.70197 0.81335 -0.47121 -0.68
C -0.75011 0.89195 -0.18356 -0.43
C -2.14595 -1.24007 0.07569 -0.62
H 1.52364 0.84119 -1.54674 0.24
H -1.62971 1.44430 0.14662 0.22
H -2.94873 -0.57445 0.39690 0.22
H -0.74834 0.87321 -1.27901 0.21
H 2.69902 1.18323 -0.23704 0.25
H 0.70469 1.31720 1.34959 0.22
H -2.29851 -1.48660 -0.97528 0.22
H -0.57449 -0.58252 1.36393 0.20
H 0.60625 2.58972 0.12798 0.22
H -2.20992 -2.15065 0.66909 0.23

=====

Number 1: calculated total energy -9116.913 eV, Kohn-Sham gap 10.12 eV. Number 2: calculated total energy -83546.307 eV, Kohn-Sham gap 5.36 eV. Number 3: calculated total energy -23994.482 eV, Kohn-Sham gap 8.18 eV. Number 4: calculated total energy -22324.857 eV, Kohn-Sham gap 11.95 eV.